# 1
Molecular formula: C3H10N2O2
Method: DFT, ωB97M-V with the def2-TZVPD basis set

Atoms and positions in Å:
C  1.338  0.771  -0.168
H  -1.030  -2.539  -0.135
O  -1.101  1.148  2.145
H  0.865  1.667  -0.680
H  0.861  -1.364  -0.671
H  3.319  0.412  -0.036
O  -1.590  0.721  -0.407
H  -1.512  2.018  2.466
H  -1.507  0.964  1.265
H  1.311  0.645  0.902
H  -2.256  -2.030  -1.213
H  -2.282  -1.549  0.454
N  2.620  0.475  -0.737
N  0.443  -0.430  -0.733
C  -1.623  -1.626  -0.468
C  -0.918  -0.354  -0.487
H  3.060  1.072  -1.496

Output
highest occupied orbital energy: -9.55 eV
2S+1: 1
net charge: 0
strongest force on any atom: 5.140 eV/Å
total energy: -10347.73788 eV
structure (SMILES): CC(=O)NCN.O

Atom charges from the natural (NBO) analysis, given in e for atoms 1 to 2: number 1, C, carries -0.05; number 2, H, carries 0.21

=====

# 2
Molecular formula: C8H12O
Method: DFT, ωB97M-V with the def2-TZVPD basis set

Atoms and positions in Å:
C  -1.008  2.865  -0.907
C  -0.727  -1.541  0.601
H  1.060  2.116  -0.863
C  -0.513  -0.103  0.604
O  -0.060  -2.468  -0.453
H  -1.085  0.577  1.221
H  -0.031  -3.681  1.139
H  -1.720  -2.003  0.750
C  0.243  -2.586  1.060
H  2.170  -2.978  2.311
H  0.613  -0.305  -1.250
C  1.454  -2.224  2.027
C  -0.463  2.342  -2.276
C  0.046  1.695  -0.842
H  2.128  -1.202  1.788
H  -2.133  2.720  -0.794
H  1.157  -2.074  2.991
H  -0.500  3.791  -0.677
H  0.385  2.858  -2.610
C  -0.017  0.494  -0.598
H  -0.998  1.708  -3.219

Output
highest occupied orbital energy: -8.24 eV
2S+1: 1
net charge: 0
strongest force on any atom: 18.532 eV/Å
total energy: -10530.13860 eV
structure (SMILES): C[C@@H]1O[C@@H]1/C=C/C1CC1

Atom charges from the natural (NBO) analysis, given in e for atoms 1 to 2: number 1, C, carries -0.42; number 2, C, carries 0.01

=====

# 3
Molecular formula: C4H12N3
Method: DFT, ωB97M-V with the def2-TZVPD basis set

Atoms and positions in Å:
H  -3.164  0.944  0.017
H  1.130  1.610  -0.863
H  3.473  0.534  0.564
H  3.071  2.063  0.268
N  2.984  1.117  -0.127
H  -2.939  -0.743  0.140
C  1.666  0.735  -0.506
H  1.001  0.410  1.507
N  -2.732  0.113  -0.395
H  -0.670  -2.469  0.438
C  -0.494  -0.434  0.241
H  1.757  0.076  -1.389
H  -1.011  0.982  -1.341
H  1.465  -1.092  0.764
H  -0.717  -1.730  1.784
H  -3.211  -0.036  -1.293
C  0.963  -0.145  0.568
C  -1.275  0.239  -0.606
N  -1.049  -1.601  0.824

Output
highest occupied orbital energy (alpha / beta): -18.24 / -18.23 eV
2S+1: 2
net charge: +2
strongest force on any atom: 3.029 eV/Å
total energy: -8793.19454 eV

Atom charges from the natural (NBO) analysis, given in e for atoms 1 to 2: number 1, H, carries 0.46; number 2, H, carries 0.26

=====

# 4
Molecular formula: CH2ClFO
Method: DFT, ωB97M-V with the def2-TZVPD basis set

Atoms and positions in Å:
Cl  3.511  1.090  -0.334
H  0.187  0.174  -0.980
C  3.869  -0.560  -0.334
H  -0.700  -0.747  -0.114
F  2.955  -1.148  0.492
O  0.164  -0.398  -0.161

Output
highest occupied orbital energy: -10.34 eV
2S+1: 1
net charge: 0
strongest force on any atom: 2.780 eV/Å
total energy: -18353.90595 eV

Atom charges from the natural (NBO) analysis, given in e for atoms 1 to 2: number 1, Cl, carries 0.01; number 2, H, carries 0.47

=====

- What is the net charge in the second record?
  0

=====

- Look up the net charge of the third one.
  +2

=====

- The highest strongest force on any atom belongs to which entry?
  C8H12O